C13H52O13 | wB97M-V/def2-TZVPD

As for the expectation value of S²: 0.757. For the electronic energy, the calculation gives -1504.0083 hartree. As for the spin multiplicity: 2. The energy relative to the best compared isomer or geometry (same formula, charge and spin) comes out at 0.5471 eV. Its charge is +1.

The geometry in XYZ format:
```
78
C13H52O13 wB97M-V/def2-TZVPD
C 0.52 5.91 1.07
O 0.30 4.51 1.38
H 0.99 6.39 1.93
H 1.17 6.17 0.24
H -0.39 6.49 0.88
H -0.11 4.03 0.65
C -0.64 -4.98 0.22
O -0.81 -3.54 0.29
H -1.56 -5.45 -0.14
H 0.27 -5.24 -0.32
H -0.53 -5.34 1.24
H -0.56 -3.08 -0.52
C -1.46 -3.60 -3.14
O -1.75 -2.44 -2.43
H -1.65 -3.48 -4.21
H -0.39 -3.65 -2.98
H -1.89 -4.48 -2.66
H -1.13 -1.79 -2.76
C 0.00 -0.34 0.28
O 0.44 1.05 0.25
H 0.77 -1.07 0.01
H -0.48 -0.72 1.19
H -0.78 -0.58 -0.44
H 0.74 1.33 1.11
C 3.44 -1.16 -3.48
O 2.74 -1.26 -2.23
H 2.61 -1.46 -4.13
H 3.81 -0.18 -3.78
H 4.27 -1.85 -3.59
H 3.29 -1.19 -1.45
C 1.63 2.43 4.16
O 1.17 2.05 2.84
H 1.75 1.52 4.74
H 2.61 2.92 4.20
H 0.82 3.01 4.58
H 1.09 2.92 2.44
C -1.18 0.26 3.98
O -2.01 0.96 4.88
H -1.26 0.84 3.06
H -0.12 0.22 4.24
H -1.60 -0.74 3.83
H -2.52 1.57 4.34
C -2.17 3.05 -1.02
O -0.84 3.42 -0.72
H -2.82 3.87 -0.71
H -2.36 2.82 -2.06
H -2.45 2.16 -0.47
H -0.32 2.62 -0.67
C -4.43 -0.39 -1.73
O -3.60 -1.05 -0.77
H -3.90 -0.03 -2.62
H -5.23 -1.06 -2.04
H -4.91 0.52 -1.40
H -3.13 -1.83 -1.08
C 3.29 2.60 -0.13
O 3.80 3.85 -0.13
H 2.78 2.40 0.82
H 2.72 2.43 -1.05
H 4.17 1.96 -0.17
H 3.23 4.42 -0.65
C 3.85 -2.00 0.82
O 4.56 -1.36 -0.22
H 4.54 -2.29 1.62
H 2.99 -1.43 1.15
H 3.27 -2.84 0.44
H 5.52 -1.38 -0.15
C -3.73 -3.20 2.13
O -2.39 -3.22 2.69
H -4.28 -3.56 3.01
H -4.11 -2.20 1.93
H -3.86 -3.74 1.20
H -1.75 -3.21 1.96
C -0.25 0.49 -3.44
O 0.29 -0.75 -2.97
H -0.59 1.08 -2.59
H 0.40 1.11 -4.05
H -1.13 0.38 -4.07
H 1.20 -0.61 -2.69
```